69
Properties=species:S:1:pos:R:3 method="wB97M-V/def2-TZVPD" fmax_ha_per_bohr=0.08578 multiplicity=3 energy_ha=-2748.3453 lumo_energy_ev="1.88 / 1.89" total_charge=-1 e_above_lowest_kj_mol=122.2 homo_lumo_gap_ev="6.3 / 7.5"
W 0.70333 0.17545 0.51563
O 3.15586 3.04764 2.26911
C 3.60611 3.70677 1.09581
C 2.48694 4.30390 0.29364
N 1.81922 3.34254 -0.46948
C 2.68607 2.65323 -1.43394
C 3.26667 1.26659 -1.03776
O 4.33637 0.92693 -1.45406
O 2.50321 0.52052 -0.33790
C 0.54711 3.79860 -1.03645
C -0.49304 2.60159 -1.31791
O -1.43576 2.83783 -2.03027
O -0.14754 1.37375 -0.94045
H 2.38120 2.54940 1.98481
H 4.35257 4.46920 1.32742
H 4.17044 2.90263 0.55470
H 1.81040 4.77456 0.98260
H 2.83918 5.18989 -0.33140
H 2.16797 2.40666 -2.42094
H 3.50972 3.28957 -1.72853
H 0.06450 4.46529 -0.26077
H 0.75968 4.18061 -2.04534
O 0.87015 1.76796 1.76862
N 0.05641 1.77208 2.86692
C 0.48177 2.74041 3.75228
C -0.34187 3.05404 4.78952
C -1.51252 2.42172 4.98509
C -1.86243 1.53253 3.99596
C -1.10686 1.12460 2.94157
S -1.53936 0.07180 1.65826
H 1.35190 3.29194 3.63612
H 0.15064 3.69361 5.57681
H -2.10110 2.72002 5.82470
H -2.84263 1.09145 4.01613
I 0.93446 -2.34203 3.22662
C 1.92727 -0.80741 2.06430
H 2.75070 -1.37230 1.61272
H 2.29067 -0.15566 2.93026
C -1.79181 -4.52257 1.45780
C -2.46938 -3.56840 0.55975
C -2.93240 -4.22021 -0.68422
C -3.65808 -2.83721 1.25465
O -1.52760 -2.52821 0.25321
P -0.41457 -2.57627 -0.84411
O 0.14375 -3.88730 -1.26567
O 0.64653 -1.61250 -0.30010
O -1.12788 -1.92253 -2.13177
C -0.59440 -1.72470 -3.48272
C -0.88559 -0.31963 -3.94994
C 0.92125 -2.03730 -3.69862
C -1.36532 -2.74874 -4.32888
H -2.47734 -5.34904 1.61794
H -1.59734 -3.99210 2.37196
H -0.90131 -4.86627 1.01270
H -3.16840 -3.47211 -1.46980
H -3.84520 -4.73968 -0.43777
H -2.20693 -4.85368 -1.10412
H -4.38867 -3.59040 1.52986
H -4.14335 -2.12482 0.69279
H -3.26402 -2.29004 2.11490
H -0.30562 0.38452 -3.33667
H -1.95219 -0.16757 -4.01456
H -0.43405 -0.32263 -4.97594
H 1.50587 -1.30790 -3.10182
H 1.07943 -1.99867 -4.78743
H 1.26219 -3.01471 -3.30890
H -2.43034 -2.58375 -4.29170
H -1.23325 -3.75728 -3.83359
H -1.04135 -2.83620 -5.34159

=====

58
Properties=species:S:1:pos:R:3 method="wB97M-V/def2-TZVPD" fmax_ha_per_bohr=0.11595 multiplicity=3 energy_ha=-2620.4667 lumo_energy_ev="-8.88 / -7.78" total_charge=+2 e_above_lowest_kj_mol=296.0 homo_lumo_gap_ev="5.1 / 6.2"
V -9.02281 11.13613 25.38220
F -7.52437 10.14513 26.20753
C -6.56819 9.27416 29.87916
O -6.04142 9.36067 30.98415
N -6.86534 10.34827 29.08926
N -6.73461 8.05308 29.30197
H -6.51057 11.26377 29.28928
H -7.07700 10.17475 28.11142
H -6.20877 7.33183 29.76583
H -7.16110 8.02236 28.40991
C -10.58141 9.70242 27.96529
O -10.15470 10.35200 26.98672
N -11.35275 8.59909 27.90059
N -10.50811 10.27415 29.19791
H -11.47127 8.17538 26.99846
H -11.39053 8.12397 28.78748
H -10.94599 9.90754 30.02258
H -10.05686 11.17267 29.22191
C -9.76695 8.15911 24.07773
O -9.59826 9.27871 24.62803
N -8.91373 7.61415 23.19575
N -10.98262 7.57400 24.15076
H -8.10899 8.15716 22.93317
H -9.25102 6.88277 22.59660
H -11.00857 6.57616 23.99469
H -11.80256 7.97253 24.56759
C -6.19365 6.79796 25.55795
O -5.54511 5.77803 25.37045
N -5.68615 8.05731 25.41181
N -7.48829 6.75353 25.99970
H -6.29797 8.85268 25.51471
H -4.70601 8.20828 25.26615
H -7.93011 7.62168 26.23293
H -7.95320 5.86640 26.03948
C -8.14266 13.28908 28.07737
O -8.70853 12.36460 27.45904
N -8.72749 13.85694 29.16046
N -6.93994 13.78866 27.73579
H -8.12441 14.31815 29.82035
H -9.72124 13.91001 29.28361
H -6.30341 13.42816 27.04650
H -6.58542 14.59398 28.22621
C -4.50986 12.42930 25.72421
O -5.16429 12.32212 24.66764
N -3.74299 13.50808 25.95619
N -4.60019 11.51990 26.72890
H -3.31009 13.64449 26.85142
H -3.67605 14.19317 25.22338
H -5.34948 10.84902 26.73916
H -4.09590 11.65940 27.58786
C -7.23566 10.72003 22.59422
O -8.08826 10.97482 23.48769
N -5.94671 10.50956 22.88125
N -7.61141 10.48393 21.31690
H -5.50475 10.86382 23.72476
H -5.35996 10.10831 22.17175
H -6.93354 10.08709 20.69450
H -8.55697 10.69304 21.04945

=====

106
Properties=species:S:1:pos:R:3 method="wB97M-V/def2-TZVPD" fmax_ha_per_bohr=0.11691 energy_ha=-5218.0430 lumo_energy_ev=-8.26 total_charge=+2 e_above_lowest_kj_mol=21.5 homo_lumo_gap_ev=3.3
Y 2.49542 2.68739 -2.86328
As -0.12130 1.14916 0.12876
F -1.54375 0.74341 -0.87868
F -0.83852 0.59380 1.72001
F 1.25287 1.50680 1.26474
F 0.88811 1.66149 -1.25893
F -0.78342 2.77702 0.32652
F 0.53577 -0.54628 -0.26680
C 3.65234 -1.16238 -0.51419
C 3.81673 -0.57848 -1.87429
O 3.37669 0.53619 -2.22241
N 4.30226 -1.36683 -2.83952
C 4.79476 -2.75093 -2.64989
H 4.40522 -1.91342 -0.27499
H 2.76761 -1.79899 -0.52345
H 3.52097 -0.39700 0.25069
H 4.51379 -0.97608 -3.74653
H 4.00142 -3.44851 -2.38137
H 5.57859 -2.90111 -1.90749
H 5.16070 -3.22706 -3.55955
C -5.38249 -4.62569 -1.86124
C -5.17257 -3.23717 -1.26960
O -5.96676 -2.38678 -1.50474
N -4.00237 -3.11663 -0.62005
C -3.58360 -1.90325 0.00254
H -6.31591 -4.59566 -2.42331
H -5.30513 -5.35457 -1.05448
H -4.72286 -4.87488 -2.69243
H -3.28625 -3.75722 -0.93136
H -2.55748 -2.03904 0.34421
H -4.34932 -1.74077 0.76107
H -3.43964 -1.17087 -0.79182
C -1.01523 -6.88675 -1.27189
C -1.09803 -5.40113 -1.45111
O -2.23929 -4.85491 -1.56042
N 0.08029 -4.68239 -1.48772
C 0.04390 -3.25663 -1.66427
H -0.93566 -7.38395 -2.23862
H -1.74970 -7.36360 -0.62284
H -0.11316 -7.27537 -0.79931
H 0.91395 -5.19483 -1.73775
H -0.32464 -2.76215 -0.76551
H -0.61386 -2.87508 -2.44521
H 0.98575 -2.74945 -1.87351
C -0.09554 -2.07936 3.53811
C 1.15107 -1.65745 4.15583
O 1.71659 -2.12923 5.13849
N 1.63631 -0.62169 3.53066
C 2.91965 -0.01507 3.82634
H -0.75944 -1.22893 3.38284
H -0.66608 -2.81094 4.11027
H 0.01750 -2.46604 2.52530
H 1.02521 -0.10762 2.91229
H 3.14368 0.31846 4.83959
H 3.01080 0.89392 3.23175
H 3.69962 -0.69897 3.49163
C 1.73679 6.42117 -0.34230
C 1.79001 4.90880 -0.16316
O 1.96585 4.20163 -1.12895
N 1.52149 4.36743 1.05123
C 0.74007 5.01274 2.12932
H 0.85155 6.89598 0.08079
H 1.84754 6.64679 -1.40293
H 2.60123 6.80632 0.19852
H 1.44507 3.36327 0.97426
H 0.41430 4.32634 2.91088
H -0.22512 5.31651 1.72405
H 1.32098 5.84180 2.53341
C 0.09174 5.62052 -4.62007
C -0.33540 4.61005 -3.54679
O 0.32681 3.67065 -3.21805
N -1.44841 4.96389 -2.91189
C -1.91865 4.24463 -1.82794
H 1.16198 5.81113 -4.54040
H -0.35436 6.60106 -4.45381
H -0.10597 5.30886 -5.64568
H -1.98319 5.73595 -3.28343
H -2.85973 4.77160 -1.67053
H -1.34007 4.60627 -0.97790
H -1.97607 3.15783 -1.76736
C 2.01523 -0.73519 -5.44590
C 0.97896 -0.02344 -4.55656
O 1.28235 0.90255 -3.77461
N -0.28929 -0.26190 -4.94489
C -1.37048 0.30125 -4.17113
H 2.99131 -0.25040 -5.46432
H 1.63037 -0.86612 -6.45725
H 2.03403 -1.75212 -5.05398
H -0.34588 -0.81823 -5.78595
H -1.52033 -0.30611 -3.27852
H -2.33813 0.05347 -4.60741
H -1.40688 1.30277 -3.74248
C -0.47071 1.35661 5.26006
C -1.48427 1.33819 6.37073
O -1.15729 0.25009 7.33419
C -2.02575 -0.67685 7.79321
O -3.26955 -0.64007 7.68519
C -1.27310 -1.87854 8.47999
F -0.00054 -1.45411 8.51496
F -1.76582 -2.14631 9.63670
F -1.32826 -2.96308 7.80866
H 0.55012 1.03105 5.46007
H -0.39429 2.35322 4.82530
H -0.85561 0.69182 4.48674
H -2.49629 1.18550 5.99578
H -1.38413 2.29809 6.87736

=====

11
Properties=species:S:1:pos:R:3 method="wB97M-V/def2-TZVPD" fmax_ha_per_bohr=0.06371 energy_ha=-248.1247 smiles="C=C=NC#CC" lumo_energy_ev=0.72 total_charge=0 e_above_lowest_kj_mol=394.7 homo_lumo_gap_ev=9.1
C -0.44470 -0.31680 0.15088
C -0.61779 -0.54484 1.30738
C 0.06295 0.31598 -2.04118
C 0.68127 0.58739 -3.13532
C -0.42239 -0.34419 2.74485
N -0.52102 -0.16412 -1.10540
H 0.80374 1.54008 -3.64860
H 1.46521 -0.05646 -3.52577
H 0.39576 -1.01921 3.20450
H -1.39526 -0.62253 3.28357
H -0.00775 0.62470 2.76510

=====

70
Properties=species:S:1:pos:R:3 method="wB97M-V/def2-TZVPD" fmax_ha_per_bohr=0.21180 energy_ha=-4572.7443 lumo_energy_ev=-9.25 total_charge=+2 e_above_lowest_kj_mol=364.7 homo_lumo_gap_ev=4.5
Hf -3.50392 1.07478 -4.35229
C -0.60738 -1.30615 -1.03763
C -1.15107 -1.46515 -2.25031
C -2.42588 -2.21606 -2.53493
C -3.83704 -1.67960 -2.13834
C -4.07366 -0.92984 -0.83689
C -3.24940 -0.97148 0.20303
C -2.48704 -2.20933 0.53660
C -0.97746 -2.04722 0.21344
C -2.55008 1.58270 -2.34306
H 0.31340 -0.72572 -0.92722
H -0.83246 -0.75953 -3.05410
H -2.36458 -3.20393 -2.06498
H -2.41341 -2.30168 -3.63544
H -4.27154 -1.14095 -3.01518
H -4.51900 -2.54114 -2.05219
H -4.91542 -0.21722 -0.85735
H -3.06732 -0.10159 0.81742
H -2.98442 -3.05583 0.03384
H -2.58539 -2.33858 1.62291
H -0.55842 -1.44105 1.03857
H -0.52350 -3.05523 0.27025
H -2.00240 0.69458 -1.99062
H -3.21531 1.82925 -1.49538
H -1.72812 2.29115 -2.14220
P -5.93383 1.05592 -3.61558
P -3.54844 -1.03391 -5.67065
N -7.24707 0.28833 -2.55957
N -6.91484 2.30295 -4.30860
N -4.46999 -2.71536 -5.77169
N -3.25401 -1.24166 -7.52675
C -6.20899 -0.21924 -4.88312
C -5.13651 -0.08708 -5.98023
C -7.35996 0.72264 -1.24559
C -8.54141 0.21773 -0.70580
C -9.21525 -0.50661 -1.74522
C -8.40709 -0.42615 -2.87378
C -6.46639 3.62381 -4.26622
C -7.46828 4.40746 -4.79777
C -8.55187 3.54824 -5.18732
C -8.18288 2.24792 -4.88799
C -4.28973 -3.77172 -4.89572
C -5.18718 -4.78912 -5.18834
C -5.78962 -4.43644 -6.43953
C -5.45776 -3.10703 -6.67975
C -3.39661 -2.15191 -8.57817
C -2.91472 -1.56335 -9.75555
C -2.54511 -0.22732 -9.42870
C -2.86348 -0.03382 -8.10228
H -7.17872 0.07038 -5.29502
H -6.26240 -1.22947 -4.43662
H -5.54997 -0.37530 -6.96147
H -4.75245 0.98130 -6.11762
H -6.57373 1.34535 -0.84214
H -8.86366 0.35204 0.31419
H -10.17083 -1.01167 -1.69114
H -8.56727 -0.84497 -3.86017
H -5.46627 3.82350 -3.88767
H -7.42557 5.48299 -4.87862
H -9.49548 3.84471 -5.61758
H -8.68676 1.30197 -5.06276
H -3.50673 -3.74067 -4.16364
H -5.42666 -5.63535 -4.55916
H -6.33427 -5.09047 -7.10757
H -5.89899 -2.43615 -7.40656
H -3.87489 -3.12108 -8.49029
H -2.80346 -2.04660 -10.70985
H -2.03724 0.50404 -10.04726
H -2.87817 0.86767 -7.50959
Br -2.59660 2.77225 -5.87473

=====

92
Properties=species:S:1:pos:R:3 method="wB97M-V/def2-TZVPD" fmax_ha_per_bohr=0.03587 multiplicity=2 energy_ha=-3046.5503 lumo_energy_ev="-7.79 / -7.44" total_charge=+2 e_above_lowest_kj_mol=0.0 homo_lumo_gap_ev="6.3 / 6.5"
Tc 1.10801 0.35290 0.18125
O 4.46282 0.30397 2.47615
C 3.35279 0.29525 2.04493
N 2.90960 0.85491 0.81420
C 3.79140 1.54606 -0.06241
O 4.92460 1.84442 0.15002
C 3.08559 1.92636 -1.33428
C 3.70578 2.73927 -2.25107
C 2.99114 3.15186 -3.36637
C 1.67824 2.73253 -3.51028
C 1.12689 1.90142 -2.55601
N 1.81772 1.49014 -1.48007
C 2.20767 -0.32156 2.80844
C 2.39757 -0.79860 4.08335
C 1.29586 -1.26233 4.79048
C 0.04383 -1.19582 4.19930
C -0.06208 -0.72131 2.90748
N 1.00563 -0.32104 2.20432
H 4.72659 3.04407 -2.06223
H 3.44868 3.80186 -4.10127
H 1.07586 3.04248 -4.35336
H 0.11442 1.53613 -2.65413
H 3.39779 -0.77765 4.49684
H 1.41062 -1.65321 5.79381
H -0.84701 -1.50783 4.72849
H -1.02120 -0.65565 2.41660
C -3.32425 0.73502 0.74663
N -1.98348 0.79039 0.14508
P -0.86444 2.04530 0.44272
C -1.57174 3.48755 -0.36469
C -1.04871 4.73935 -0.02213
C -1.55645 5.88597 -0.60883
C -2.57988 5.79138 -1.54426
C -3.10184 4.54959 -1.88639
C -2.59472 3.39646 -1.30453
C -0.81752 2.52477 2.18486
C -1.96543 2.95716 2.85624
C -1.87432 3.40604 4.16311
C -0.63966 3.45502 4.80393
C 0.50853 3.05620 4.13699
C 0.41789 2.59490 2.83017
P -1.07940 -0.50211 -0.49675
C -1.83780 -2.06443 -0.00943
C -3.08472 -2.40260 -0.54393
C -3.70007 -3.58246 -0.16156
C -3.06358 -4.44687 0.72435
C -1.80312 -4.14154 1.21487
C -1.19002 -2.95081 0.85096
C -1.29507 -0.55801 -2.30093
C -0.59646 -1.56480 -2.97500
C -0.70778 -1.68600 -4.35176
C -1.51761 -0.81025 -5.06736
C -2.20837 0.19179 -4.40336
C -2.09575 0.31852 -3.02197
H -3.77927 1.72364 0.70945
H -3.27987 0.40576 1.78559
H -3.96327 0.05078 0.19248
H -0.25763 4.82079 0.71563
H -1.16219 6.85466 -0.32897
H -2.97839 6.68852 -2.00099
H -3.90943 4.47782 -2.60322
H -3.03612 2.44194 -1.54562
H -2.92887 2.95746 2.36175
H -2.76638 3.73581 4.67915
H -0.57527 3.82427 5.81991
H 1.47310 3.11421 4.62641
H 1.32452 2.32094 2.30664
H -3.56105 -1.76139 -1.27646
H -4.67131 -3.83703 -0.56551
H -3.54633 -5.37138 1.01455
H -1.29527 -4.83410 1.87518
H -0.19050 -2.73232 1.20235
H 0.03450 -2.25203 -2.42443
H -0.16373 -2.46659 -4.86846
H -1.61480 -0.91505 -6.14115
H -2.84082 0.87507 -4.95617
H -2.63368 1.10597 -2.51819
C 4.37816 -4.38254 -1.15943
Si 2.58418 -4.36714 -0.73895
C 1.56214 -5.26663 -1.98683
C 2.24785 -4.95472 0.98880
C 2.02561 -2.57785 -0.65789
C 1.67702 -1.42122 -0.44669
H 4.77671 -5.39548 -1.05826
H 4.94879 -3.72137 -0.50335
H 4.53245 -4.05989 -2.19235
H 1.89626 -6.30818 -2.02115
H 1.69019 -4.84408 -2.98693
H 0.49784 -5.26107 -1.73769
H 2.45938 -6.02346 1.08465
H 1.19749 -4.79180 1.24986
H 2.87498 -4.41652 1.70508